DFT (wB97M-V/def2-TZVPD) results for a 2-piece molecular cluster, C4H11NO2 overall at a distorted geometry.

The LUMO energy is 0.9584 eV. Its energy above the lowest of the compared OMol25 structures with the same formula, charge and spin is 33.1 kcal per mole. Its HOMO energy is -9.196 eV. The calculation puts the molecular weight at 105.137 g mol⁻¹. The net charge is 0.

```
18
Properties=species:S:1:pos:R:3:nbo_charge:R:1
H 0.169 2.227 0.873 0.17
C -1.930 -0.618 -0.633 0.48
H 2.397 1.830 -0.818 0.36
H 1.891 3.155 0.036 0.36
H 1.107 -0.375 -0.287 0.23
H -0.615 -2.851 -0.550 0.48
H -0.874 -0.988 1.094 0.25
O -2.282 -1.754 -0.823 -0.55
C -0.964 -0.111 0.455 -0.52
H 0.157 0.736 -1.216 0.20
H 1.207 1.008 1.627 0.18
N 2.074 2.173 0.069 -0.85
H -0.103 -4.016 0.222 0.47
C 0.316 0.374 -0.192 -0.42
O 0.162 -3.139 -0.050 -0.95
H -2.141 0.163 -1.400 0.09
H -1.517 0.710 0.917 0.22
C 0.945 1.477 0.676 -0.19
```

DFT (wB97M-V/def2-TZVPD) results for one molecule with the formula C15H22N4OS at a distorted geometry.

The LUMO energy is 0.8215 eV. Its energy above the lowest of the compared OMol25 structures with the same formula, charge and spin is 81.1 kcal per mole. Its HOMO energy is -7.996 eV. The calculation puts the molecular weight at 306.435 g mol⁻¹. The net charge is 0.

```
43
Properties=species:S:1:pos:R:3:nbo_charge:R:1
H 3.650 -0.394 -1.356 0.23
N -0.008 -0.557 2.693 -0.61
H -2.481 -2.100 -0.240 0.17
H -1.094 2.477 -2.015 0.18
H 0.840 -0.760 3.163 0.39
H 4.992 -2.307 -0.561 0.22
S -2.097 1.743 -4.812 0.18
O -1.977 -0.260 0.574 -0.53
H -2.101 1.543 4.171 0.22
H 0.605 0.578 -3.492 0.20
H -3.437 0.783 -2.951 0.21
H -2.068 -0.652 -4.512 0.21
C -1.498 0.692 4.411 -0.42
H 0.316 0.009 5.215 0.21
H -2.180 1.680 -1.036 0.22
C -0.011 0.922 4.718 -0.45
N 1.474 -0.568 1.196 -0.53
N -0.877 0.438 -2.015 -0.45
C 4.202 -1.916 0.158 -0.41
C -0.047 0.204 -0.907 0.37
C -0.642 -0.077 0.293 0.13
H -3.483 2.504 -2.865 0.23
C 2.011 -0.317 -0.020 0.44
C 0.240 -0.507 1.338 0.40
C 4.505 -0.503 0.662 -0.41
C -2.436 -1.604 0.699 -0.24
H 4.088 -0.187 1.642 0.23
H -0.665 -0.174 -5.446 0.24
H -1.824 -2.150 1.353 0.18
H -0.517 1.515 2.626 0.20
C 3.414 -0.612 -0.347 -0.27
H 0.581 1.831 4.809 0.23
C -1.726 1.622 -2.019 -0.22
C -1.282 0.132 -4.569 -0.55
H 5.361 -0.043 0.298 0.21
H 0.234 -0.933 -3.344 0.22
C -0.306 0.035 -3.339 -0.24
H -1.991 -0.284 4.650 0.23
C -2.817 1.670 -3.078 -0.51
N 1.264 0.045 -1.117 -0.51
C -0.507 0.673 3.300 -0.05
H -3.464 -1.580 1.121 0.19
H 3.758 -2.611 0.949 0.23
```

DFT (wB97M-V/def2-TZVPD) results for one molecule with the formula CH3Cl2N3 at a distorted geometry.

The LUMO energy is 0.2232 eV. Its energy above the lowest of the compared OMol25 structures with the same formula, charge and spin is 17.7 kcal per mole. Its HOMO energy is -9.479 eV. The calculation puts the molecular weight at 127.962 g mol⁻¹. The net charge is 0.

```
9
Properties=species:S:1:pos:R:3:nbo_charge:R:1
N 0.380 -1.280 0.519 -0.71
Cl -1.400 0.311 -2.657 0.13
H -1.155 1.490 -0.259 0.43
H -0.293 1.121 1.109 0.41
Cl -2.493 -1.815 -1.210 0.07
H 0.370 -2.201 0.104 0.39
N -0.672 0.786 0.296 -0.81
C -0.375 -0.438 0.004 0.64
N -0.996 -0.912 -1.572 -0.53
```

DFT (wB97M-V/def2-TZVPD) results for one molecule with the formula C16H19F2NO5.

The LUMO energy is 0.6152 eV. Its HOMO energy is -9.454 eV. The calculation puts the molecular weight at 343.326 g mol⁻¹. The net charge is 0.

```
43
Properties=species:S:1:pos:R:3:nbo_charge:R:1
H 0.854 4.215 -1.712 0.19
H -2.054 0.005 4.340 0.22
H -1.237 -1.280 3.433 0.21
C -1.396 -0.206 3.502 -0.64
C 0.542 0.428 -0.452 -0.07
H 0.671 -4.549 3.142 0.22
C 0.975 1.728 -1.178 0.85
O -1.226 0.016 1.072 -0.53
C -2.027 0.319 2.222 -0.07
O 0.061 1.810 1.468 -0.57
H -2.154 1.404 2.280 0.20
H -2.024 -1.158 -3.149 0.22
N -0.302 -0.346 -1.330 -0.62
H -2.988 -0.161 2.027 0.19
H -1.865 3.699 -3.038 0.21
H -0.706 -2.342 -3.154 0.24
H -1.620 4.559 -1.514 0.21
C 1.819 -0.350 -0.044 -0.42
C 1.347 -2.523 3.053 -0.30
H 2.301 -0.674 -0.969 0.25
O -0.101 2.393 -1.570 -0.52
H 1.473 -2.405 4.117 0.23
H -0.981 -0.957 -0.905 0.42
C 0.903 -3.712 2.503 -0.18
H -1.013 5.251 -3.026 0.22
H -0.850 -1.180 -4.483 0.24
C -0.219 0.853 0.805 0.82
H 2.482 0.346 0.470 0.26
O 0.754 0.334 -3.190 -0.61
C -0.983 -1.322 -3.415 -0.71
C 0.763 -3.829 1.131 -0.30
F 2.071 -0.316 2.773 -0.32
C 1.509 -1.524 0.832 -0.16
C 0.145 3.609 -2.286 -0.07
C 1.639 -1.461 2.217 0.42
O 2.106 2.110 -1.254 -0.58
H -0.442 0.286 3.673 0.23
F 0.931 -2.890 -1.006 -0.33
C -1.176 4.327 -2.478 -0.62
C 1.068 -2.745 0.329 0.42
H 0.428 -4.746 0.675 0.23
H 0.606 3.347 -3.245 0.19
C -0.087 -0.365 -2.668 0.70
```

DFT (wB97M-V/def2-TZVPD) results for C23H27BN10PtSbSe4 as an isolated structure.

The LUMO energy is 2.1014 eV. Its energy above the lowest of the compared OMol25 structures with the same formula, charge and spin is 6.1 kcal per mole. Its HOMO energy is -4.450 eV. The calculation puts the molecular weight at 1087.029 g mol⁻¹. The net charge is -1.

```
67
Properties=species:S:1:pos:R:3:nbo_charge:R:1
C 1.105 -1.226 6.485 -0.15
H 1.351 4.061 -2.858 -0.04
H 3.583 2.721 -3.129 0.22
C 1.427 -1.759 7.779 0.28
H -1.810 -2.936 -3.480 0.23
C -0.987 2.996 -4.003 -0.01
C -0.589 3.740 1.105 0.00
C -0.884 -3.316 -3.046 -0.41
H -0.747 -2.303 6.321 0.23
C -0.107 0.567 1.524 -0.21
H -1.287 -1.376 4.082 0.26
C 0.499 -0.191 3.971 -0.09
N 0.418 3.741 -0.818 -0.31
C 0.173 0.302 2.671 -0.12
C -0.073 -1.607 5.840 -0.17
Se -3.451 -2.654 1.657 -0.81
C 0.909 -4.235 -0.952 -0.40
C -2.284 1.571 -2.939 0.00
H -0.283 -3.809 -3.814 0.18
C 2.728 0.244 -1.188 -0.04
C -0.091 5.029 0.909 -0.34
C 3.183 1.964 -2.475 -0.02
H 2.345 0.884 4.144 0.22
N 1.940 2.078 -1.974 -0.32
N -0.824 -1.040 -0.477 -0.85
N 1.662 1.027 -1.189 -0.34
C 1.976 -0.326 5.874 -0.19
B 0.880 3.179 -2.195 0.55
N -0.376 2.600 -2.875 -0.33
H -0.184 5.874 1.567 0.23
C -2.204 2.356 -4.095 -0.35
N -0.130 -2.195 -2.458 -0.47
H 2.724 -0.668 -0.611 0.21
C -0.286 -1.006 -3.277 -0.42
H -1.079 -1.313 0.467 0.43
H 1.766 -4.482 -0.326 0.20
H 0.270 -5.119 -1.018 0.20
H -0.511 3.714 -4.651 0.22
H -1.152 3.313 1.919 0.25
H -1.328 -0.683 -3.302 0.22
H 0.029 -1.266 -4.289 0.20
Pt -0.585 1.024 -0.317 0.98
H 0.896 -3.804 1.473 0.20
C 3.734 0.793 -1.997 -0.35
C -0.375 -1.092 4.595 -0.20
H 1.269 -3.979 -1.944 0.22
Sb -4.242 -0.999 0.081 1.09
H -1.175 -4.040 -2.291 0.22
H 2.886 -0.035 6.382 0.22
Se -3.033 1.221 0.452 -0.32
C -0.262 -2.066 -1.087 0.70
H 1.050 5.739 -0.884 0.22
H -0.806 -3.288 1.485 0.25
H 0.493 -2.080 1.464 0.22
N -0.277 2.989 0.059 -0.25
C 1.674 0.186 4.627 -0.19
C 0.191 -3.065 1.102 -0.44
H -2.940 2.442 -4.874 0.23
C 0.535 4.980 -0.321 0.00
H -3.062 0.898 -2.607 0.28
H 4.715 0.399 -2.198 0.22
N 0.224 -3.100 -0.359 -0.40
Se -5.803 0.711 0.867 -0.56
N 1.695 -2.181 8.815 -0.34
Se -4.275 -1.624 -2.254 -0.80
N -1.178 1.724 -2.225 -0.34
H 0.352 -0.206 -2.916 0.22
```

DFT (wB97M-V/def2-TZVPD) results for C40H45F3NORbSSb as an isolated structure.

The LUMO energy (alpha / beta) is 3.7794 / 3.7725 eV. Its energy above the lowest of the compared OMol25 structures with the same formula, charge and spin is 0.0 kcal per mole. Its HOMO energy (alpha / beta) is 0.576 / -1.863 eV. The calculation puts the molecular weight at 852.095 g mol⁻¹. Its multiplicity is 2. The net charge is -2.

```
93
Properties=species:S:1:pos:R:3:mulliken_charge:R:1
H -1.580 5.775 0.927 0.32
H -7.624 3.724 1.124 0.37
C 4.525 -3.174 -0.557 -0.66
C 1.440 2.011 1.579 -0.18
C 4.808 -2.419 -1.673 0.55
C 0.394 2.451 2.427 -0.68
H -0.594 -4.245 -5.448 0.41
H -2.624 4.399 0.515 0.33
H 0.743 1.470 -2.090 0.25
H 1.759 0.957 4.171 0.48
C 3.749 1.791 2.578 -1.94
H -7.018 -0.524 1.419 0.36
H -2.516 -1.802 -1.598 0.13
H -0.370 5.790 3.178 0.38
H -1.942 5.595 3.989 0.46
C 1.693 3.913 -1.849 -2.53
C 1.791 1.461 -1.775 -1.43
C 3.191 -3.417 -0.243 -0.50
Rb -1.325 0.803 0.301 0.86
C -7.510 1.556 1.339 -0.13
C 0.678 -8.196 -0.780 0.52
C -1.561 4.160 2.386 2.85
H 1.876 4.863 -1.346 0.46
C -2.585 3.150 2.925 -1.43
F -2.779 -2.943 -5.934 -0.37
C -0.889 -3.071 -2.247 -0.31
H 4.114 2.949 -1.738 0.47
H 2.148 -5.434 -1.989 0.23
C -7.038 2.826 0.985 -0.83
H -8.499 1.427 1.761 0.33
C 2.099 2.727 -0.958 3.24
H -2.115 2.451 3.618 0.15
H -3.118 5.543 1.777 0.46
C 0.202 3.624 0.523 -0.55
H 3.394 0.302 0.227 0.08
H 1.043 -0.260 3.101 0.33
H 5.333 -3.568 0.048 0.41
C -1.097 5.060 3.540 -1.89
C 2.154 -2.893 -1.012 -0.15
C -0.372 3.437 1.785 -0.78
H 4.494 1.103 2.994 0.46
C 2.897 -0.070 1.118 -1.91
Sb 0.075 -3.059 -0.349 0.44
H -0.953 -8.285 0.592 0.40
H 3.468 2.508 3.353 0.38
H -3.636 -1.749 -3.790 0.47
F 6.113 -2.189 -1.997 -0.39
C 1.317 2.760 0.362 -0.11
H 4.083 -1.293 -3.339 0.38
C -6.695 0.472 1.149 -0.72
C 1.450 -6.037 -1.416 0.27
H -5.308 3.842 0.150 0.42
N -4.983 1.842 0.255 0.40
C -0.995 -3.717 -4.592 -0.93
C 3.617 2.867 -0.766 -1.93
C 1.553 -7.423 -1.514 -0.83
H 0.214 2.091 3.431 0.16
H 2.014 -0.628 0.796 0.09
H 3.582 -0.778 1.594 0.60
H 4.214 2.349 1.769 0.26
H 2.279 3.892 -2.774 0.48
H -0.162 4.317 -0.220 0.29
C -2.717 -2.304 -3.654 -0.69
C 1.961 0.283 3.339 -2.31
H 2.708 -0.444 3.672 0.47
C 2.493 -2.121 -2.122 -0.42
C -0.373 -3.764 -3.347 0.28
C 2.496 1.030 2.106 3.08
H -1.125 -5.805 0.736 0.24
S -4.377 -0.781 0.392 -0.44
H 2.405 1.422 -2.682 0.44
C 3.817 -1.888 -2.474 -0.62
H 3.836 3.768 -0.190 0.37
H -0.611 4.465 4.316 0.30
H 1.702 -1.681 -2.721 0.47
F 0.773 -9.560 -0.863 -0.37
C -2.261 5.024 1.334 -2.16
C -0.285 -7.641 0.032 -0.68
C -2.074 -2.346 -2.429 -0.14
H 0.528 -4.355 -3.238 0.23
H 0.639 3.866 -2.123 0.39
H -3.402 3.657 3.451 0.45
C -2.155 -2.988 -4.718 0.55
C 0.493 -5.416 -0.611 -0.26
H 1.964 0.549 -1.211 0.00
O -3.815 2.047 -0.273 -0.68
H 2.963 -4.040 0.616 0.45
H -3.022 2.587 2.096 0.10
H 4.055 2.020 -0.246 0.26
C -0.361 -6.252 0.101 -0.47
C -5.392 0.567 0.606 0.16
H 2.293 -7.902 -2.145 0.39
C -5.778 2.919 0.455 -0.15
```

- Among the records above, which one has the highest molecular weight?
  C23H27BN10PtSbSe4